Computed, not measured: a structure of composition C42H28BrN9O10S2Sc in a non-equilibrium geometry, with ωB97M-V/def2-TZVPD.

Computed properties:
Net charge: -1
Highest occupied orbital energy (eV): -3.1
HOMO-LUMO gap (eV): 2.80
Energy above the lowest of the compared OMol25 structures with the same formula, charge and spin (kcal/mol): 128.5
E_tot (Eh): -6993.46084

The geometry in XYZ format:
```
93
C42H28BrN9O10S2Sc | OMol25 | ωB97M-V/def2-TZVPD
Sc -1.47125 -0.40554 -0.13188
Br 1.03786 6.48114 2.57871
C 0.58554 4.75567 1.87277
C 1.22273 4.40489 0.64844
C 0.85428 3.30988 -0.06621
C -0.27759 2.50106 0.27155
O -0.50419 1.37385 -0.39063
C -1.03128 2.91971 1.45555
C -2.23200 2.13889 1.86869
N -2.50757 0.91401 1.53369
C -3.44960 0.13589 2.18399
C -4.24286 0.63182 3.18531
C -5.08810 -0.25979 3.91105
C -5.06652 -1.65363 3.67197
C -4.45909 -2.16876 2.50111
C -4.64431 -3.41592 1.81354
C -4.32117 -3.61983 0.52321
C -3.57258 -2.63091 -0.15210
N -3.14520 -1.54248 0.53763
C -3.69143 -1.18377 1.73877
C -0.42570 3.86931 2.34878
H 2.10039 4.91454 0.26176
H 1.34319 3.07397 -1.01590
H -2.86115 2.83249 2.45847
H -4.17783 1.68486 3.42522
H -5.78463 0.09692 4.66021
H -5.63583 -2.31406 4.31418
H -5.06246 -4.27944 2.39550
H -4.75195 -4.51800 -0.00028
H -3.19588 -2.83755 -1.20220
H -0.80813 4.07390 3.35422
N 1.22883 -2.92368 -3.95298
C 1.23610 -2.70061 -2.58048
S 2.68141 -2.95236 -1.64837
N -0.02284 -2.50816 -2.12118
N -0.20352 -2.17414 -0.82498
C 0.34162 -3.02356 0.04699
C 0.47392 -4.43757 -0.19794
C -0.51372 -5.09568 -1.02000
C -0.50391 -6.43032 -1.25355
C 0.59252 -7.16800 -0.71976
C 1.65104 -6.53347 -0.12191
C 1.60458 -5.20409 0.28064
C 0.35148 -2.47248 1.39186
C 0.89858 -3.18117 2.49465
C 1.01433 -2.56721 3.71255
C 0.57598 -1.25903 3.86311
C 0.05049 -0.61937 2.70041
N -0.08115 -1.21741 1.54392
H 2.11848 -2.71457 -4.39873
H 0.36718 -2.73807 -4.47496
H -1.30175 -4.44460 -1.53385
H -1.31385 -6.90387 -1.89494
H 0.53420 -8.23971 -0.80932
H 2.47326 -7.19871 0.05667
H 2.42542 -4.75826 0.81387
H 1.12453 -4.23972 2.35292
H 1.42082 -3.10739 4.54572
H 0.68151 -0.74919 4.82608
H -0.20937 0.42659 2.76240
O 4.93399 7.32577 2.35264
C 5.60370 6.74908 1.28187
O 5.63549 7.38129 0.25186
C 6.17308 5.40947 1.40978
C 5.70392 4.51922 2.35489
C 6.08821 3.16114 2.32431
C 6.85213 2.66503 1.20626
S 7.19841 1.08725 0.96609
C 7.33290 3.64735 0.29163
C 7.09862 4.95537 0.48362
H 5.38738 7.11829 3.17794
H 5.10852 4.90244 3.17183
H 5.78955 2.42621 3.05342
H 7.91060 3.28520 -0.64454
H 7.53062 5.72348 -0.20598
O -1.62620 3.72012 -6.35445
N -1.56390 2.48780 -6.46914
O -1.16929 1.89676 -7.52534
C -1.74698 1.73042 -5.28343
C -2.14796 2.37613 -4.11892
C -2.51076 1.56848 -3.06561
C -2.46667 0.19767 -3.00527
O -2.21023 -0.57247 -1.97555
C -2.14707 -0.35201 -4.35154
C -1.60112 0.36587 -5.44686
N -2.28130 -1.76112 -4.34067
O -1.41188 -2.41004 -5.02622
O -3.29017 -2.27542 -3.85100
N -2.90014 2.22894 -1.90907
O -3.43309 1.52012 -1.04786
O -2.76649 3.45171 -1.73404
H -2.09082 3.46257 -3.95040
H -1.41493 -0.13943 -6.41414
```